1.
8 unconnected molecules or ions with the total composition C26H74N6O8 in a non-equilibrium geometry, computed with wB97M-V/def2-TZVPD.

Each line ends with the Mulliken charge.
Element x y z (Å)
C  20.815  3.783  -10.252  -0.813
O  20.436  2.937  -11.312  -0.499
H  20.174  3.686  -9.370  0.309
H  21.860  3.653  -9.953  0.271
H  20.721  4.819  -10.587  0.274
H  20.555  2.030  -10.977  0.344
C  17.852  2.467  -13.295  0.423
O  19.026  3.119  -13.737  -0.551
H  18.067  1.567  -12.713  -0.076
H  17.349  3.145  -12.588  0.155
H  17.223  2.238  -14.150  -0.192
H  19.652  3.154  -12.996  0.449
C  22.342  0.196  -12.258  -1.596
C  21.105  -0.481  -11.658  1.461
C  21.362  -1.956  -11.521  -1.030
O  20.217  -2.604  -11.030  -0.236
C  20.465  -3.932  -10.624  -0.858
N  20.808  0.157  -10.370  -0.640
H  23.153  0.349  -11.544  0.394
H  22.060  1.194  -12.600  0.356
H  22.713  -0.352  -13.124  0.433
H  20.277  -0.176  -12.303  -0.520
H  22.235  -2.078  -10.864  0.430
H  21.619  -2.381  -12.505  0.409
H  21.014  -4.473  -11.404  0.330
H  19.513  -4.431  -10.460  0.238
H  21.032  -3.966  -9.687  0.328
H  21.487  0.031  -9.631  0.228
H  19.901  -0.090  -9.997  0.198
C  12.084  6.445  -16.201  -1.385
C  13.221  5.693  -16.890  0.324
C  14.574  5.931  -16.252  -0.207
O  15.546  5.167  -16.948  -0.412
C  16.748  5.063  -16.230  -0.225
N  12.880  4.272  -17.041  -0.550
H  12.386  7.467  -15.954  0.389
H  11.861  5.978  -15.237  0.164
H  11.218  6.433  -16.854  0.374
H  13.248  6.112  -17.906  0.378
H  14.491  5.606  -15.204  -0.048
H  14.844  6.993  -16.266  0.390
H  16.646  4.402  -15.362  -0.088
H  17.112  6.051  -15.927  0.166
H  17.489  4.621  -16.898  0.333
H  13.284  3.919  -17.899  0.295
H  13.314  3.735  -16.295  0.124
C  16.615  -0.269  -17.312  -1.592
C  17.685  0.033  -16.285  1.665
C  18.181  -1.158  -15.506  -0.433
O  17.065  -1.735  -14.860  -0.149
C  17.408  -2.838  -14.041  -0.752
N  18.827  0.787  -16.875  -0.775
H  16.195  0.667  -17.684  0.387
H  15.822  -0.832  -16.818  0.283
H  16.959  -0.840  -18.176  0.372
H  17.249  0.746  -15.568  -0.659
H  18.968  -0.887  -14.793  -0.015
H  18.553  -1.884  -16.249  0.296
H  17.525  -3.753  -14.629  0.309
H  16.607  -2.926  -13.303  0.151
H  18.293  -2.609  -13.439  0.240
H  19.437  1.042  -16.103  0.302
H  18.490  1.658  -17.265  0.321
C  9.755  2.117  -12.659  -1.689
C  10.851  2.815  -13.471  0.558
C  12.175  2.751  -12.767  -0.229
O  13.071  3.600  -13.488  -0.176
C  14.388  3.454  -13.112  0.232
N  10.947  2.195  -14.820  -0.708
H  9.339  2.797  -11.912  0.377
H  10.165  1.248  -12.134  0.251
H  8.977  1.781  -13.337  0.447
H  10.518  3.835  -13.679  0.309
H  12.538  1.726  -12.893  -0.355
H  12.093  3.163  -11.755  0.467
H  15.096  4.028  -13.723  -0.430
H  14.756  2.426  -13.273  -0.058
H  14.591  3.817  -12.091  0.246
H  11.027  2.918  -15.521  0.306
H  11.769  1.600  -14.857  0.242
C  13.133  -2.527  -13.599  -1.211
C  12.837  -1.100  -13.125  0.198
C  13.766  -0.713  -11.990  -0.862
O  15.070  -0.767  -12.497  0.137
C  16.079  -0.152  -11.770  -0.607
N  13.099  -0.131  -14.254  -0.367
H  12.287  -2.911  -14.173  0.414
H  13.400  -3.215  -12.794  0.346
H  13.987  -2.550  -14.282  0.147
H  11.791  -0.996  -12.842  0.358
H  13.637  -1.432  -11.166  0.395
H  13.496  0.277  -11.600  0.478
H  16.004  -0.428  -10.706  0.427
H  16.088  0.940  -11.865  0.240
H  17.091  -0.459  -12.046  -0.193
H  12.685  -0.559  -15.078  0.324
H  14.107  -0.204  -14.383  -0.064
C  17.349  8.066  -13.489  -1.844
C  16.676  6.872  -12.846  1.678
C  17.090  6.611  -11.412  -0.929
O  16.525  7.565  -10.559  -0.372
C  17.005  7.465  -9.238  -0.801
N  15.213  7.064  -13.024  -0.500
H  18.436  7.955  -13.547  0.359
H  17.148  8.968  -12.909  0.442
H  16.987  8.172  -14.510  0.439
H  16.893  5.958  -13.411  -0.557
H  18.189  6.543  -11.381  0.416
H  16.755  5.597  -11.126  0.348
H  16.637  6.559  -8.750  0.293
H  16.603  8.321  -8.684  0.279
H  18.089  7.606  -9.170  0.317
H  14.990  8.029  -12.786  0.312
H  14.727  6.577  -12.270  0.179

Properties
Orbital gap ... 0.322 Ha
Electronic energy ... -53479.07740 eV
HOMO energy ... -8.375 eV
Lowest unoccupied orbital energy ... 0.4 eV

---

2.
10 unconnected molecules or ions with the total composition C26H75N3O17 in a non-equilibrium geometry, computed with wB97M-V/def2-TZVPD.

Each line ends with the Mulliken charge.
Element x y z (Å)
C  -2.012  -0.463  0.125  -1.325
C  -0.767  -0.416  0.989  2.930
C  -0.323  0.966  1.530  -1.189
O  -0.180  1.932  0.496  -0.279
C  1.099  1.927  -0.172  -0.105
N  -0.926  -1.326  2.108  0.217
H  -2.263  -1.483  -0.166  0.297
H  -1.841  0.195  -0.727  0.508
H  -2.873  -0.071  0.667  -0.135
H  0.009  -0.825  0.342  -1.134
H  0.513  0.837  2.217  0.415
H  -1.113  1.378  2.158  0.141
H  1.282  2.837  -0.742  -0.371
H  1.300  1.075  -0.822  0.111
H  1.932  1.928  0.532  0.364
H  -0.069  -1.803  2.349  0.014
H  -1.486  -2.133  1.873  -0.336
C  0.519  -1.253  -8.413  -1.420
C  0.498  -1.539  -6.898  0.749
C  1.292  -0.431  -6.099  -1.050
O  1.807  -0.894  -4.871  -0.242
C  2.480  0.037  -4.026  -0.465
N  -0.881  -1.559  -6.432  -0.701
H  -0.014  -1.958  -9.052  0.383
H  1.521  -1.237  -8.842  0.363
H  0.193  -0.234  -8.621  0.306
H  0.884  -2.528  -6.649  0.226
H  0.649  0.424  -5.889  0.514
H  2.125  -0.067  -6.700  0.279
H  3.499  0.239  -4.355  0.309
H  2.437  -0.426  -3.040  -0.156
H  2.062  1.022  -3.818  0.404
H  -1.387  -2.388  -6.709  0.230
H  -1.067  -1.351  -5.462  0.177
C  -5.692  3.265  2.067  -1.465
C  -5.978  1.926  2.738  0.619
C  -5.264  0.722  2.170  -0.436
O  -5.658  -0.494  2.779  -0.489
C  -4.629  -1.163  3.552  -0.186
N  -5.934  1.923  4.174  -0.819
H  -4.612  3.413  2.062  0.272
H  -6.165  4.003  2.714  0.386
H  -6.028  3.368  1.035  0.364
H  -7.048  1.817  2.561  0.243
H  -4.202  0.935  2.291  -0.060
H  -5.495  0.638  1.108  0.410
H  -4.932  -2.127  3.961  0.340
H  -4.480  -0.565  4.451  0.228
H  -3.674  -1.272  3.038  -0.094
H  -5.930  0.916  4.244  0.372
H  -4.960  2.038  4.415  0.303
C  -2.502  -4.362  2.417  -0.709
C  -1.240  -5.185  2.061  0.302
O  -1.493  -6.560  1.712  -0.627
O  -2.846  -3.598  1.308  -0.443
H  -2.377  -3.731  3.298  0.190
H  -3.343  -5.031  2.599  0.634
H  -0.693  -5.335  2.992  0.320
H  -0.600  -4.638  1.368  -0.308
H  -0.656  -6.986  1.510  0.319
H  -3.803  -3.527  1.273  0.278
C  2.522  -4.329  2.018  -0.343
C  2.236  -2.812  2.090  0.731
O  1.360  -2.516  3.240  -0.700
O  3.295  -4.704  3.110  -0.606
H  3.090  -4.593  1.126  0.322
H  1.618  -4.927  1.899  0.014
H  1.806  -2.436  1.161  -0.499
H  3.212  -2.326  2.090  0.275
H  1.682  -3.027  3.986  0.337
H  4.183  -4.380  2.940  0.379
C  -0.933  6.783  0.088  -0.515
C  -1.059  5.551  -0.904  -0.319
O  -0.515  5.752  -2.161  -0.408
O  0.304  6.958  0.798  -0.525
H  -1.698  6.786  0.864  0.521
H  -1.128  7.664  -0.523  0.279
H  -2.093  5.221  -1.010  0.423
H  -0.634  4.686  -0.395  -0.087
H  -1.200  6.212  -2.651  0.291
H  0.105  7.735  1.326  0.313
C  4.002  -1.961  -0.661  1.327
C  4.736  -2.275  -1.927  -0.659
O  5.597  -1.199  -2.318  -0.482
O  4.998  -1.887  0.340  -0.562
H  3.350  -2.761  -0.308  -0.516
H  3.408  -1.050  -0.733  -0.265
H  3.988  -2.309  -2.719  0.165
H  5.172  -3.274  -1.897  0.362
H  6.324  -1.242  -1.693  0.366
H  5.720  -1.314  0.072  0.298
C  2.928  5.720  -2.357  0.200
C  2.931  6.996  -1.458  -0.372
O  1.632  7.549  -1.507  -0.565
O  2.206  5.868  -3.572  -0.568
H  2.419  4.894  -1.860  -0.350
H  3.953  5.392  -2.529  0.405
H  3.613  7.767  -1.814  0.287
H  3.062  6.665  -0.428  0.271
H  1.100  7.101  -0.846  0.354
H  1.300  6.001  -3.285  0.391
C  0.393  -2.905  -2.454  0.232
C  0.293  -4.274  -1.702  -0.855
O  1.348  -4.469  -0.770  -0.396
O  1.527  -2.936  -3.279  -0.527
H  0.417  -2.017  -1.822  -0.081
H  -0.504  -2.771  -3.057  0.359
H  0.393  -5.143  -2.353  0.435
H  -0.704  -4.374  -1.274  0.337
H  2.113  -4.883  -1.175  0.252
H  1.412  -2.166  -3.840  0.353
C  -0.160  0.138  5.850  -0.432
C  1.258  0.703  5.717  -0.225
O  1.888  0.441  6.999  -0.541
O  -1.003  0.310  4.733  -0.446
H  -0.553  0.865  6.561  0.302
H  -0.234  -0.824  6.357  0.305
H  1.194  1.735  5.371  0.226
H  1.840  0.232  4.925  0.164
H  2.510  -0.279  6.876  0.311
H  -0.683  -0.165  3.962  0.284

Properties
Orbital gap ... 0.342 Ha
Electronic energy ... -67448.10424 eV
HOMO energy ... -9.127 eV
Lowest unoccupied orbital energy ... 0.2 eV

---

> electronic energy of number 2 (C26H75N3O17)?

-67448.10424 eV

---

> Among the records above, which one has the highest HOMO energy?

C26H74N6O8

---

> Which of these has the highest electronic energy?

C26H74N6O8